[1]
A molecular structure, C35H27F8N9O2PdS, computed with ωB97M-V/def2-TZVPD.

Structure (XYZ):
```
83
C35H27F8N9O2PdS | the Open Molecules 2025 dataset | ωB97M-V/def2-TZVPD
Pd 0.32814 -1.58652 0.44798
C 4.57410 0.87592 -2.41299
N 3.35932 0.12136 -2.12385
C 2.96638 -0.41672 -0.96191
N 1.76699 -0.93945 -1.09055
C 1.46522 -0.69574 -2.39635
N 2.39950 -0.04894 -3.05918
C 4.26804 2.18805 -3.08876
C 4.82992 2.50790 -4.31219
C 4.48396 3.69172 -4.95516
C 3.56174 4.54959 -4.38718
C 2.99773 4.23225 -3.15304
C 3.36028 3.06406 -2.50293
C 1.99259 5.13212 -2.57423
N 1.56441 6.24864 -3.03936
N 0.58623 6.69489 -2.14476
C 0.51942 5.81089 -1.21714
O 1.38271 4.78530 -1.41505
C -0.36981 5.78645 -0.04951
C -1.30228 6.80340 0.10543
C -2.16936 6.76887 1.18566
C -2.11544 5.72171 2.09131
C -1.17982 4.70232 1.94349
C -1.15847 3.59485 2.97446
N -0.36918 2.43900 2.59149
C -0.47342 1.64437 1.51612
N 0.44261 0.70389 1.54433
C 1.10790 0.97757 2.69847
N 0.65828 2.01753 3.36891
C -0.29904 4.74697 0.87323
H 5.22701 0.26724 -3.03691
H 5.06679 1.04278 -1.45499
H 3.56590 -0.41240 -0.06585
H 0.53472 -0.99672 -2.84900
H 5.53495 1.82714 -4.77461
H 4.92657 3.93340 -5.91232
H 3.26252 5.46286 -4.88405
H 2.91723 2.82585 -1.54237
H -1.34051 7.60170 -0.62397
H -2.89833 7.55752 1.31792
H -2.80580 5.69360 2.92736
H -2.17731 3.27850 3.20130
H -0.71517 3.95020 3.90278
H -1.21076 1.78841 0.74104
H 1.94182 0.39049 3.05052
H 0.45012 3.97652 0.74372
F -4.28669 -8.38147 1.42834
C -3.75560 -7.39276 0.71466
C -3.95370 -6.08060 1.09774
F -4.69390 -5.80986 2.17386
C -3.38240 -5.05841 0.35660
F -3.64091 -3.80914 0.73769
C -2.58333 -5.31373 -0.75108
S -1.84923 -4.01070 -1.69166
C -2.42565 -6.64721 -1.12224
F -1.70357 -6.98280 -2.19355
C -3.00366 -7.68111 -0.40811
F -2.83917 -8.94972 -0.78701
C 1.58398 -4.68050 0.02893
C 0.53954 -4.85234 -1.05043
C 1.12471 -4.86846 -2.44795
O -0.41816 -3.75614 -0.91044
H 2.40323 -5.38006 -0.14922
H 1.16187 -4.87110 1.01482
H 1.97400 -3.66269 0.01931
H 0.00875 -5.78795 -0.86794
H 1.54838 -3.88945 -2.68414
H 0.36042 -5.10695 -3.18810
H 1.91237 -5.62060 -2.51664
F -3.90326 -0.42944 5.66653
C -3.63907 0.22208 4.52432
F -3.00533 1.36589 4.87294
F -4.81439 0.59034 3.98857
C -2.81328 -0.59318 3.57868
C -3.01415 -0.50839 2.21063
C -2.20878 -1.26406 1.38035
N -1.20990 -2.05538 1.82647
C -1.04301 -2.13485 3.15720
C -1.81948 -1.42962 4.06109
H -3.79479 0.11734 1.79850
H -2.35700 -1.25816 0.30977
H -0.25326 -2.79083 3.49861
H -1.66399 -1.54733 5.12555
```

For the relative energy (zero: lowest compared OMol25 entry of this formula, charge and spin), the calculation gives 35.3 kcal per mole. The calculation puts the largest force on an atom at 0.9 eV/Å. The calculation puts the highest occupied orbital energy at -5.39 eV. As for the HOMO-LUMO gap: 5.33 eV.


[2]
C2H3NO in the gas phase, computed with ωB97M-V/def2-TZVPD.

Structure (XYZ):
```
7
C2H3NO | the Open Molecules 2025 dataset | ωB97M-V/def2-TZVPD
C 0.53694 -0.05820 1.02688
C -0.31311 -0.65082 0.15049
N -0.19065 1.10274 -1.36871
O -0.75332 0.00045 -0.94992
H 1.30162 -0.57710 1.57966
H -0.90058 -1.47934 0.22312
H 0.31910 1.66227 -0.66153
```

For the relative energy (zero: lowest compared OMol25 entry of this formula, charge and spin), the calculation gives 153.7 kcal per mole. The calculation puts the largest force on an atom at 4.7 eV/Å. The calculation puts the highest occupied orbital energy (spin up / spin down) at -8.98 / -9.82 eV. As for the HOMO-LUMO gap (spin up / spin down): 7.83 / 9.28 eV.


[3]
C26H30N6O5S in the gas phase, computed with ωB97M-V/def2-TZVPD.

Structure (XYZ):
```
68
C26H30N6O5S | the Open Molecules 2025 dataset | ωB97M-V/def2-TZVPD
C -0.96197 -1.46475 1.73078
C -0.11592 -0.34005 1.15687
O -0.94679 0.47154 0.34432
C -0.40771 1.60977 -0.17256
C 0.90882 1.99547 0.00706
C 1.37270 3.23284 -0.44458
C 2.76103 3.58400 -0.23613
N 3.57482 2.70115 0.18160
N 4.86421 2.97812 0.38357
C 5.79464 1.98942 0.58728
O 6.97105 2.26764 0.67808
C 5.24655 0.60677 0.62111
C 5.82398 -0.33981 -0.21688
C 5.32200 -1.62458 -0.26536
C 4.25844 -1.99498 0.54693
C 3.76334 -3.40532 0.50140
S 1.94515 -3.57979 0.47042
C 1.55824 -2.63031 -0.93477
N 2.31530 -1.72397 -1.49490
N 1.61984 -1.19750 -2.51463
C 0.46163 -1.78403 -2.55653
N 0.35636 -2.71976 -1.57484
C -0.74643 -3.60015 -1.31148
C 3.71049 -1.05841 1.41444
C 4.18843 0.23763 1.44341
C 0.49425 4.10041 -1.08549
C -0.80305 3.69591 -1.33097
C -1.26169 2.45741 -0.90549
O -2.56911 2.14913 -1.20114
C -2.84903 0.85156 -1.68716
C -3.29545 -0.22906 -0.70091
O -2.99184 -1.39149 -0.93490
N -4.07325 0.10485 0.33916
C -4.64449 1.39925 0.63812
C -6.17468 1.29254 0.57993
O -6.65743 0.30100 1.45550
C -6.10610 -0.95862 1.14491
C -4.57748 -0.92751 1.22617
H -1.53788 -1.92711 0.93584
H -1.64969 -1.07803 2.47800
H -0.31881 -2.21074 2.18876
H 0.31394 0.26548 1.96628
H 0.70656 -0.74298 0.55433
H 1.62145 1.35564 0.49753
H 3.07035 4.61088 -0.46486
H 5.22380 3.92784 0.24404
H 6.65541 -0.05284 -0.84257
H 5.75878 -2.34556 -0.94008
H 4.14751 -3.92533 -0.37583
H 4.05236 -3.95406 1.40122
H -0.31715 -1.57712 -3.26030
H -0.57011 -4.11660 -0.36950
H -0.83592 -4.33506 -2.11436
H -1.66737 -3.01896 -1.25175
H 2.89216 -1.34607 2.06046
H 3.75092 0.96047 2.11498
H 0.83094 5.06953 -1.42066
H -1.49272 4.33377 -1.86142
H -3.66720 0.97914 -2.40966
H -1.98434 0.44402 -2.22217
H -4.29341 2.15194 -0.06202
H -4.34345 1.68502 1.65285
H -6.63474 2.22995 0.89571
H -6.48510 1.06425 -0.45198
H -6.51667 -1.66052 1.87209
H -6.41080 -1.26344 0.13186
H -4.15653 -1.88479 0.91958
H -4.27114 -0.69502 2.25128
```

For the relative energy (zero: lowest compared OMol25 entry of this formula, charge and spin), the calculation gives 73.3 kcal per mole. The calculation puts the largest force on an atom at 1.2 eV/Å. The calculation puts the highest occupied orbital energy at -8.08 eV. As for the HOMO-LUMO gap: 8.54 eV. As for the SMILES: CCOc1cc(/C=N/NC(=O)c2ccc(CSc3nncn3C)cc2)ccc1OCC(=O)N1CCOCC1.


[4]
4 unconnected molecules or ions with the total composition C19H36FIN2O15S3, computed with ωB97M-V/def2-TZVPD.

Structure (XYZ):
```
77
C19H36FIN2O15S3 | the Open Molecules 2025 dataset | ωB97M-V/def2-TZVPD
H 3.03909 2.75862 -8.89169
N 3.66140 3.24080 -8.24199
C 2.99520 3.89981 -7.39564
C 3.68661 4.67910 -6.31749
C 3.72245 3.94891 -4.95363
C 5.15018 3.73060 -4.46785
C 5.81025 5.04399 -4.02313
O 3.04488 2.68096 -5.08256
C 2.34103 2.19132 -3.99547
F 2.91448 2.67306 -2.82715
C 2.49254 0.66653 -3.99117
C 3.91614 0.25555 -4.24959
N 4.61418 -0.22837 -3.31619
H 5.55020 -0.46814 -3.64463
C 0.84354 2.75576 -3.99808
O 0.92707 3.98247 -4.66780
O 0.37116 3.07788 -2.70905
C 0.38665 2.17080 -1.60581
C -0.24233 1.87656 -4.66658
I 0.17145 1.44846 -6.73980
C -0.70200 0.62171 -3.90437
C -2.03061 0.84876 -3.17956
H 1.90334 3.93032 -7.40062
H 4.70408 4.87335 -6.65978
H 3.18114 5.63875 -6.18872
H 3.18441 4.55278 -4.22305
H 5.13105 3.01495 -3.64860
H 5.71782 3.27900 -5.28683
H 5.06806 5.83213 -3.87491
H 6.33815 4.92475 -3.07810
H 6.53142 5.41364 -4.75310
H 2.19520 0.26902 -3.02149
H 1.85564 0.24999 -4.77220
H 4.28063 0.39282 -5.27008
H 0.10780 4.45999 -4.47475
H 1.14946 1.40325 -1.70628
H -0.58659 1.69759 -1.46987
H 0.62711 2.76749 -0.72774
H -1.09850 2.54487 -4.75595
H 0.06129 0.31361 -3.19118
H -0.81245 -0.20485 -4.60399
H -2.09218 1.86222 -2.77572
H -2.87760 0.71739 -3.85656
H -2.12627 0.16076 -2.34117
O -1.55302 -0.18334 -0.04539
S -2.07268 -0.46267 1.25049
O -1.40627 0.04313 2.39569
O -2.30130 -2.02686 1.35874
C -3.67105 -2.32287 1.71243
C -4.44651 -1.17941 1.09023
O -3.60285 -0.03848 1.33648
H -3.78048 -2.33513 2.79235
H -3.92371 -3.29311 1.29524
H -5.40160 -1.00286 1.57582
H -4.57755 -1.29963 0.01396
O -6.17256 -5.32745 4.27440
S -5.73531 -4.09394 4.82275
O -5.60643 -2.95966 3.97099
O -4.39517 -4.34453 5.62610
C -4.50802 -3.87727 6.98859
C -5.98340 -4.05707 7.29200
O -6.62830 -3.66766 6.06386
H -4.19726 -2.83423 7.03045
H -3.85130 -4.48163 7.60402
H -6.34805 -3.40218 8.07766
H -6.23623 -5.09461 7.51301
O -1.73900 -3.64125 8.38409
S -0.37084 -4.02788 8.45394
O 0.49125 -3.78151 7.35906
O -0.32688 -5.55936 8.88943
C 0.49076 -5.73565 10.05942
C 0.30893 -4.43073 10.81388
O 0.30655 -3.44453 9.76834
H 1.52505 -5.89280 9.75290
H 0.11764 -6.60289 10.59646
H 1.13031 -4.19697 11.48466
H -0.64130 -4.39393 11.34784
```

The calculation puts the largest force on an atom at 0.4 eV/Å. The calculation puts the highest occupied orbital energy at -8.98 eV. As for the HOMO-LUMO gap: 9.17 eV. As for the SMILES: [H]/N=C/C[C@H](CC)O[C@](F)(C/C=N/[H])[C@](O)(OC)[C@@H](I)CC.O=S1(=O)OCCO1.O=S1(=O)OCCO1.O=S1(=O)OCCO1.


[5]
2 unconnected molecules or ions with the total composition C3H2Cl3F3, computed with ωB97M-V/def2-TZVPD.

Structure (XYZ):
```
11
C3H2Cl3F3 | the Open Molecules 2025 dataset | ωB97M-V/def2-TZVPD
C -0.04631 -1.47167 -0.32140
C 0.21814 1.51018 0.94548
C -0.52748 -0.08946 -0.57229
F -0.28300 -2.40958 -1.31301
F 1.06491 0.92867 1.77785
F -1.90389 0.05908 -0.40954
Cl 1.80621 -1.52607 -0.19818
Cl 0.87866 2.66662 0.03803
Cl -0.13264 0.53931 -2.12790
H -0.38710 -1.97852 0.63788
H -0.68749 1.77141 1.54307
```

The multiplicity is 3. The calculation puts the largest force on an atom at 4.9 eV/Å. Its expectation value of S² is 2.0064. The calculation puts the highest occupied orbital energy (spin up / spin down) at -7.37 / -11.47 eV. As for the HOMO-LUMO gap (spin up / spin down): 8.06 / 8.81 eV.


[6]
C4H4OS in the gas phase, computed with ωB97M-V/def2-TZVPD.

Structure (XYZ):
```
10
C4H4OS | the Open Molecules 2025 dataset | ωB97M-V/def2-TZVPD
C 0.09724 2.17861 0.29981
C 0.01287 0.97866 0.26276
C 0.28407 -0.54355 0.29005
S -0.81912 -1.63461 1.26444
C 0.26474 -0.94316 -1.24734
O -0.80920 -0.90403 -1.80098
H 0.09369 3.22996 0.62038
H 1.37467 -0.62442 0.58120
H -1.69097 -0.65502 1.52901
H 1.19202 -1.08243 -1.79932
```

For the relative energy (zero: lowest compared OMol25 entry of this formula, charge and spin), the calculation gives 66.5 kcal per mole. The calculation puts the largest force on an atom at 2.9 eV/Å. The calculation puts the highest occupied orbital energy at -9.50 eV. As for the HOMO-LUMO gap: 9.90 eV. As for the SMILES: C#C[C@@H](S)C=O.